{"formula": "C17H18N2O", "method": "ωB97M-V/def2-TZVPD", "species": ["O", "C", "C", "C", "C", "C", "N", "C", "C", "H", "H", "H", "H", "C", "N", "C", "C", "C", "C", "C", "C", "C", "C", "C", "H", "H", "H", "H", "H", "H", "H", "H", "H", "H", "H", "H", "H", "H"], "coordinates": [[2.946, -0.088, 1.556], [1.730, -0.154, 1.988], [1.071, -1.416, 2.229], [-0.280, -1.456, 2.515], [-1.039, -0.274, 2.584], [-2.472, -0.335, 2.718], [-3.641, -0.393, 2.784], [-0.377, 0.962, 2.525], [0.972, 1.037, 2.242], [1.668, -2.329, 2.156], [-0.776, -2.420, 2.664], [-0.944, 1.877, 2.696], [1.495, 1.995, 2.194], [5.352, 2.193, 1.235], [5.166, 1.074, 0.311], [6.315, 0.719, -0.530], [3.915, 0.688, 0.000], [3.709, -0.406, -0.944], [4.492, -1.572, -0.929], [4.342, -2.503, -1.951], [3.328, -2.361, -2.903], [3.150, -3.369, -3.990], [2.511, -1.230, -2.863], [2.667, -0.270, -1.873], [6.425, 2.382, 1.339], [4.856, 3.102, 0.862], [4.933, 1.939, 2.213], [7.113, 1.448, -0.356], [6.694, -0.275, -0.264], [6.042, 0.724, -1.595], [3.196, 1.507, -0.003], [5.225, -1.749, -0.141], [4.993, -3.374, -2.003], [2.327, -3.063, -4.638], [4.057, -3.449, -4.596], [2.935, -4.363, -3.589], [1.735, -1.110, -3.621], [2.012, 0.603, -1.797]], "forces_ev_per_a": [[1.7051, -0.5011, 0.2749], [-1.1442, 0.3384, -0.1838], [0.4578, 0.6879, -0.1884], [-0.0054, -0.1207, -0.1399], [0.0474, 0.0007, 0.2531], [-2.0389, -0.1103, 0.1773], [2.4488, 0.1332, -0.0966], [-0.1824, 0.1610, -0.1077], [0.2617, -0.6782, -0.0927], [-0.2342, 0.3198, -0.0317], [0.1491, 0.3494, -0.1099], [0.0659, -0.2235, -0.1137], [-0.2149, -0.2366, -0.0238], [-0.2230, 0.0392, 0.0453], [-0.4872, 0.0296, 0.0438], [0.2129, -0.6415, 0.1688], [-0.0450, 0.7085, 0.0242], [-0.4742, -0.2174, 0.0043], [0.0238, 0.0536, -0.4691], [-0.2668, 0.0062, 0.4284], [0.1903, 0.5593, -0.0261], [-0.0395, -0.1528, -0.2546], [-0.2282, -0.0834, 0.0687], [0.5185, 0.0613, 0.1857], [-0.3279, 0.0112, 0.0529], [0.1169, -0.1472, 0.0562], [0.0448, 0.0153, -0.1807], [-0.2747, -0.1465, -0.0624], [0.1308, 0.3355, -0.1949], [0.0834, -0.0139, 0.3648], [-0.1884, -0.3466, 0.2171], [-0.2521, 0.1535, -0.2564], [-0.1612, 0.1201, 0.1381], [0.0810, -0.1812, -0.0221], [-0.0826, -0.0155, 0.0244], [-0.0082, 0.1013, -0.0264], [0.1295, -0.0550, 0.2482], [0.2113, -0.3138, -0.1954]], "mulliken_charge": [-0.63, 0.22, -0.46, -0.50, 0.37, 0.03, -0.55, -0.51, -0.28, 0.40, 0.38, 0.39, 0.40, -0.93, 0.20, -0.92, -0.31, 0.53, -0.47, -0.83, 1.15, -1.38, -0.71, -0.65, 0.34, 0.30, 0.30, 0.36, 0.30, 0.34, 0.43, 0.68, 0.38, 0.36, 0.32, 0.32, 0.28, 0.35], "total_charge": 0, "molar_mass_g_mol": 266.34, "fmax_ev_per_a": 2.5, "total_energy_ha": -843.27454, "relative_energy_kj_mol": 288.1, "homo_energy_ev": -7.3, "e_lumo_ev": -0.3}